Entry 1:
The following is a quantum chemistry calculation of a cluster of 9 separate species, C46H47N9O4 in total, from the OMol25 dataset.

**HOMO level**: -9.18 eV
**Orbital gap**: 9.1 eV
**SMILES string**: NC1=C(CCO)C(=O)OC1=O.c1ccncc1.c1ccncc1.c1ccncc1.c1ccncc1.c1ccncc1.c1ccncc1.c1ccncc1.c1ccncc1

Atoms and positions in Å:
N1 -2.449 -0.304 1.636
C1 -1.699 -1.040 2.568
C2 -0.553 -1.726 2.432
C3 0.376 -1.727 1.272
C4 1.703 -1.012 1.714
O1 2.863 -1.810 1.652
C5 -0.500 -2.572 3.653
O2 -0.212 -3.733 3.679
O3 -1.231 -1.965 4.663
C6 -1.967 -0.966 4.031
O4 -2.438 -0.056 4.628
H1 -1.953 -0.261 0.752
H2 -3.258 -0.885 1.427
H3 0.656 -2.706 0.915
H4 -0.026 -1.067 0.519
H5 1.593 -0.634 2.734
H6 1.883 -0.142 1.090
H7 2.763 -2.633 2.144
N2 -2.665 4.109 -0.655
C7 -3.653 4.987 -0.497
C8 -4.754 4.766 0.317
C9 -4.839 3.565 1.005
C10 -3.820 2.639 0.849
C11 -2.762 2.962 0.014
H8 -3.550 5.912 -1.053
H9 -5.526 5.519 0.409
H10 -5.683 3.350 1.646
H11 -3.841 1.691 1.364
H12 -1.939 2.269 -0.131
N3 -7.776 2.214 1.694
C12 -8.259 2.498 0.486
C13 -9.515 2.110 0.050
C14 -10.316 1.386 0.916
C15 -9.831 1.085 2.178
C16 -8.560 1.522 2.517
H13 -7.595 3.061 -0.163
H14 -9.852 2.364 -0.945
H15 -11.301 1.058 0.610
H16 -10.423 0.521 2.886
H17 -8.142 1.307 3.494
N4 -0.020 -2.508 -1.718
C17 0.277 -3.805 -1.754
C18 0.102 -4.605 -2.875
C19 -0.408 -4.021 -4.024
C20 -0.720 -2.672 -4.004
C21 -0.509 -1.967 -2.831
H18 0.674 -4.226 -0.835
H19 0.363 -5.654 -2.846
H20 -0.556 -4.604 -4.923
H21 -1.113 -2.175 -4.880
H22 -0.731 -0.908 -2.774
N5 2.737 -1.167 -4.126
C22 3.653 -0.303 -4.550
C23 4.733 -0.648 -5.348
C24 4.869 -1.974 -5.727
C25 3.927 -2.891 -5.288
C26 2.884 -2.436 -4.495
H23 3.512 0.721 -4.219
H24 5.450 0.100 -5.656
H25 5.698 -2.289 -6.346
H26 3.997 -3.937 -5.554
H27 2.124 -3.116 -4.129
N6 -8.990 -0.662 -2.003
C27 -9.281 -1.029 -3.248
C28 -8.369 -0.995 -4.293
C29 -7.084 -0.552 -4.030
C30 -6.764 -0.166 -2.739
C31 -7.749 -0.242 -1.766
H28 -10.298 -1.366 -3.413
H29 -8.663 -1.307 -5.286
H30 -6.343 -0.509 -4.819
H31 -5.773 0.187 -2.489
H32 -7.540 0.050 -0.743
N7 3.621 -4.360 3.222
C32 3.384 -4.298 4.530
C33 3.010 -5.390 5.295
C34 2.885 -6.618 4.668
C35 3.132 -6.702 3.308
C36 3.493 -5.547 2.633
H33 3.491 -3.316 4.979
H34 2.821 -5.279 6.353
H35 2.594 -7.497 5.230
H36 3.043 -7.640 2.778
H37 3.695 -5.566 1.567
N8 6.113 2.827 -0.921
C37 5.932 2.756 0.396
C38 5.277 1.707 1.026
C39 4.778 0.676 0.247
C40 4.956 0.737 -1.126
C41 5.629 1.827 -1.655
H38 6.338 3.579 0.974
H39 5.163 1.702 2.101
H40 4.264 -0.164 0.700
H41 4.581 -0.045 -1.772
H42 5.793 1.909 -2.725
N9 8.190 5.199 2.378
C42 9.384 5.256 2.961
C43 10.278 6.300 2.781
C44 9.913 7.343 1.946
C45 8.675 7.298 1.329
C46 7.854 6.208 1.578
H43 9.632 4.420 3.605
H44 11.235 6.294 3.284
H45 10.583 8.176 1.778
H46 8.349 8.088 0.667
H47 6.876 6.136 1.115

Entry 2:
The following is a quantum chemistry calculation of a structure of composition C46H48HgN3P2Si2, from the OMol25 dataset.

**HOMO level (spin up / spin down)**: 0.47 / -1.66 eV
**Net charge**: -2
**2S+1**: 2
**Orbital gap (spin up / spin down)**: 4.0 / 6.1 eV
**Relative energy (zero: lowest compared OMol25 entry of this formula, charge and spin)**: 17.6 kcal/mol

Atoms and positions in Å:
Hg1 -0.735 -0.349 0.741
C1 1.240 4.244 1.201
Si1 0.502 2.729 2.040
C2 -1.335 2.995 2.210
C3 1.190 2.745 3.802
N1 0.838 1.321 1.142
P1 2.188 0.462 0.838
C4 2.270 -0.434 -0.514
P2 1.333 -1.589 -1.174
N2 -0.254 -1.314 -1.357
Si2 -1.503 -1.970 -2.308
C5 -3.038 -2.295 -1.292
C6 -1.976 -0.790 -3.688
C7 -1.052 -3.604 -3.142
C8 1.532 -3.181 -0.257
C9 0.448 -3.836 0.314
C10 0.634 -4.942 1.139
C11 1.912 -5.417 1.389
C12 3.007 -4.775 0.816
C13 2.815 -3.663 0.013
C14 2.030 -1.986 -2.841
C15 2.195 -0.921 -3.728
C16 2.677 -1.130 -5.008
C17 3.024 -2.412 -5.427
C18 2.872 -3.477 -4.554
C19 2.368 -3.262 -3.273
C20 3.600 1.659 0.829
C21 4.328 2.004 1.960
C22 5.327 2.972 1.902
C23 5.603 3.612 0.704
C24 4.883 3.268 -0.437
C25 3.898 2.297 -0.374
C26 2.580 -0.566 2.319
C27 1.699 -0.736 3.378
C28 1.982 -1.632 4.405
C29 3.160 -2.361 4.386
C30 4.053 -2.201 3.329
C31 3.757 -1.318 2.304
H1 0.914 5.169 1.686
H2 0.933 4.274 0.153
H3 2.333 4.208 1.228
H4 -1.549 3.841 2.869
H5 -1.816 2.105 2.625
H6 -1.801 3.187 1.241
H7 1.113 3.768 4.190
H8 2.237 2.443 3.852
H9 0.619 2.092 4.466
H10 -3.382 -1.379 -0.806
H11 -2.848 -3.027 -0.501
H12 -3.847 -2.678 -1.923
H13 -2.262 0.179 -3.270
H14 -2.811 -1.166 -4.287
H15 -1.118 -0.636 -4.350
H16 -0.669 -4.342 -2.433
H17 -0.307 -3.470 -3.927
H18 -1.960 -4.012 -3.600
H19 -0.552 -3.452 0.148
H20 -0.225 -5.414 1.602
H21 2.061 -6.269 2.042
H22 4.011 -5.128 1.021
H23 3.667 -3.129 -0.394
H24 1.949 0.078 -3.383
H25 2.788 -0.289 -5.684
H26 3.410 -2.575 -6.427
H27 3.134 -4.481 -4.867
H28 2.233 -4.107 -2.609
H29 4.122 1.512 2.904
H30 5.885 3.225 2.797
H31 6.377 4.369 0.654
H32 5.093 3.761 -1.379
H33 3.347 1.995 -1.258
H34 0.760 -0.198 3.375
H35 1.265 -1.771 5.205
H36 3.376 -3.070 5.177
H37 4.965 -2.785 3.293
H38 4.426 -1.221 1.456
C32 -2.184 -3.052 4.006
C33 -3.514 -2.664 4.125
C34 -4.017 -1.654 3.324
C35 -3.212 -0.994 2.380
C36 -1.866 -1.393 2.251
C37 -1.380 -2.411 3.068
C38 -3.771 0.093 1.532
C39 -5.065 0.578 1.682
C40 -5.560 1.580 0.860
C41 -4.724 2.121 -0.164
C42 -5.117 3.126 -1.053
C43 -4.251 3.622 -2.026
C44 -2.963 3.107 -2.114
C45 -2.540 2.109 -1.246
C46 -3.400 1.589 -0.261
N3 -2.953 0.615 0.571
H39 -1.779 -3.842 4.629
H40 -4.167 -3.153 4.840
H41 -5.059 -1.385 3.437
H42 -0.343 -2.716 2.975
H43 -5.705 0.177 2.456
H44 -6.567 1.959 0.987
H45 -6.125 3.522 -0.968
H46 -4.579 4.402 -2.704
H47 -2.276 3.485 -2.864
H48 -1.532 1.709 -1.307

Entry 3:
The following is a quantum chemistry calculation of a structure of composition C46H49BN12O3Si2W, from the OMol25 dataset.

**HOMO level (spin up / spin down)**: -12.26 / -12.31 eV
**Net charge**: +2
**2S+1**: 3
**Orbital gap (spin up / spin down)**: 7.0 / 5.9 eV
**Relative energy (zero: lowest compared OMol25 entry of this formula, charge and spin)**: 31.0 kcal/mol

Atoms and positions in Å:
W1 -0.644 -0.254 1.106
C1 -2.192 5.342 0.459
N1 -2.111 3.883 0.374
C2 -1.485 3.005 1.142
N2 -1.666 1.773 0.663
C3 -2.445 1.984 -0.440
N3 -2.711 3.244 -0.650
C4 -0.908 6.091 0.145
C5 -0.969 7.484 0.217
C6 0.135 8.260 -0.091
C7 1.333 7.656 -0.439
C8 1.408 6.271 -0.493
C9 0.282 5.489 -0.226
C10 2.716 5.673 -0.776
N4 3.706 6.162 -1.415
N5 4.777 5.264 -1.263
C11 4.343 4.306 -0.543
O1 3.028 4.478 -0.166
C12 5.002 3.098 -0.037
C13 6.022 2.484 -0.763
C14 6.618 1.343 -0.258
C15 6.203 0.808 0.959
C16 5.199 1.426 1.690
C17 4.761 0.903 3.037
N6 3.300 0.752 3.083
C18 2.503 0.145 2.220
N7 1.229 0.320 2.574
C19 1.333 1.085 3.697
N8 2.567 1.348 4.044
C20 4.604 2.579 1.187
H1 -2.564 5.606 1.451
H2 -2.970 5.602 -0.261
H3 -0.919 3.275 2.016
H4 -2.800 1.204 -1.088
H5 -1.894 7.963 0.507
H6 0.067 9.336 -0.043
H7 2.211 8.246 -0.653
H8 0.346 4.412 -0.315
H9 6.333 2.904 -1.707
H10 7.407 0.861 -0.814
H11 6.680 -0.082 1.343
H12 4.984 1.606 3.840
H13 5.225 -0.053 3.281
H14 2.868 -0.396 1.363
H15 0.497 1.426 4.274
H16 3.843 3.088 1.766
O2 -3.177 -1.640 -0.374
B1 -2.774 -0.750 0.614
O3 -3.874 -0.217 1.273
C21 -4.985 -0.809 0.686
C22 -6.315 -0.619 0.987
C23 -7.220 -1.348 0.219
C24 -6.795 -2.212 -0.788
C25 -5.444 -2.393 -1.077
C26 -4.565 -1.666 -0.308
H17 -6.635 0.055 1.766
H18 -8.277 -1.238 0.408
H19 -7.532 -2.753 -1.362
H20 -5.108 -3.059 -1.854
N9 -0.434 -4.299 -5.043
C27 -0.549 -4.388 -6.417
C28 -0.500 -5.475 -7.290
C29 -0.655 -5.185 -8.626
C30 -0.854 -3.866 -9.090
C31 -0.902 -2.803 -8.222
C32 -0.745 -3.077 -6.859
N10 -0.744 -2.208 -5.784
C33 -0.555 -2.971 -4.740
C34 -0.508 -2.422 -3.388
C35 -0.537 -3.186 -2.231
C36 -0.517 -2.569 -0.998
N11 -0.472 -1.234 -0.844
C37 -0.466 -0.491 -1.981
C38 -0.470 -1.032 -3.239
H21 -0.223 -5.055 -4.414
H22 -0.354 -6.487 -6.945
H23 -0.628 -5.992 -9.345
H24 -0.972 -3.699 -10.150
H25 -1.054 -1.792 -8.566
H26 -0.605 -4.264 -2.258
H27 -0.558 -3.157 -0.098
H28 -0.486 0.585 -1.862
H29 -0.476 -0.396 -4.110
N12 1.475 1.871 -0.282
C39 0.720 1.084 0.127
H30 2.103 2.657 -0.487
C40 0.585 -4.889 2.372
Si1 1.121 -3.107 2.265
C41 2.191 -2.760 3.765
C42 2.196 -2.935 0.717
C43 -0.482 -2.103 2.135
Si2 -1.386 -1.636 3.725
C44 -1.764 0.234 3.529
C45 -0.474 -1.813 5.333
C46 -3.004 -2.536 3.802
H31 1.455 -5.538 2.470
H32 0.040 -5.207 1.483
H33 -0.056 -5.071 3.233
H34 3.193 -3.135 3.548
H35 1.830 -3.320 4.625
H36 2.279 -1.724 4.076
H37 1.934 -3.712 0.000
H38 3.243 -3.091 0.975
H39 2.121 -1.987 0.176
H40 -1.160 -2.839 1.677
H41 -1.532 0.769 4.451
H42 -2.803 0.412 3.256
H43 -1.152 0.823 2.801
H44 0.445 -1.234 5.386
H45 -0.232 -2.850 5.551
H46 -1.136 -1.463 6.126
H47 -3.615 -2.366 2.917
H48 -3.577 -2.214 4.670
H49 -2.841 -3.608 3.896

Entry 4:
The following is a quantum chemistry calculation of a structure of composition C46H49ClKN11O6S, from the OMol25 dataset.

**HOMO level**: -1.29 eV
**Net charge**: -2
**Orbital gap**: 4.9 eV
**Relative energy (zero: lowest compared OMol25 entry of this formula, charge and spin)**: 26.2 kcal/mol

Atoms and positions in Å:
K1 -1.630 -0.860 -0.410
C1 -6.016 0.255 0.779
C2 -6.522 -0.681 1.668
C3 -5.710 -1.713 2.090
C4 -4.402 -1.804 1.600
N1 -3.932 -0.906 0.747
C5 -4.706 0.103 0.364
C6 -3.485 -2.923 2.024
C7 -4.018 -3.991 2.733
C8 -3.151 -5.000 3.144
C9 -1.825 -4.923 2.826
C10 -1.342 -3.814 2.079
N2 -2.188 -2.831 1.700
C11 0.052 -3.754 1.741
C12 1.014 -4.697 2.106
C13 2.189 -4.851 1.392
C14 2.238 -4.200 0.115
C15 1.395 -3.193 -0.183
N3 0.560 -2.693 0.886
H1 -6.610 1.089 0.424
H2 -7.534 -0.597 2.046
H3 -6.078 -2.417 2.820
H4 -4.242 0.824 -0.301
H5 -5.071 -4.064 2.951
H6 -3.528 -5.854 3.696
H7 -1.155 -5.721 3.106
H8 0.808 -5.380 2.925
H9 2.912 -5.609 1.658
H10 2.861 -4.603 -0.680
H11 1.269 -2.738 -1.157
N4 -5.880 6.678 3.134
C16 -5.079 5.510 3.160
C17 -3.846 5.516 3.806
C18 -3.073 4.367 3.854
C19 -3.527 3.194 3.272
C20 -4.762 3.178 2.646
C21 -5.534 4.328 2.584
S1 -2.546 1.698 3.339
O1 -3.503 0.654 3.629
O2 -1.519 1.950 4.325
N5 -1.997 1.426 1.871
C22 -1.260 2.332 1.222
N6 -0.969 3.555 1.744
C23 -0.391 4.433 0.945
C24 -0.027 4.165 -0.365
C25 -0.268 2.857 -0.781
N7 -0.861 1.955 -0.032
H12 -5.323 7.520 3.146
H13 -6.501 6.696 2.338
H14 -3.486 6.432 4.265
H15 -2.100 4.361 4.327
H16 -5.119 2.255 2.209
H17 -6.500 4.307 2.089
H18 -0.196 5.413 1.380
H19 0.430 4.906 -1.005
H20 0.030 2.521 -1.774
C26 -2.869 0.235 -4.753
C27 -3.407 -0.252 -3.412
C28 -4.903 0.019 -3.302
O3 -2.715 0.430 -2.354
C29 -3.142 -1.797 -3.292
O4 -3.773 -2.467 -4.135
O5 -2.349 -2.173 -2.407
H21 -3.152 1.281 -4.926
H22 -3.274 -0.381 -5.555
H23 -1.779 0.168 -4.762
H24 -5.098 1.098 -3.356
H25 -5.287 -0.356 -2.352
H26 -5.429 -0.487 -4.110
H27 -2.702 1.373 -2.548
C30 6.592 -1.921 -2.889
C31 5.343 -2.327 -2.097
C32 5.740 -3.465 -1.143
C33 4.308 -2.893 -3.071
C34 4.765 -1.109 -1.296
O6 3.687 -1.504 -0.484
C35 5.877 -0.446 -0.439
C36 5.368 0.269 0.819
C37 4.817 1.656 0.623
C38 5.599 2.673 0.077
C39 5.095 3.951 -0.097
C40 3.789 4.212 0.288
Cl1 3.149 5.824 0.072
C41 2.990 3.228 0.839
C42 3.510 1.950 1.001
C43 4.149 -0.009 -2.221
N8 2.749 -0.184 -2.536
C44 1.719 -0.030 -1.691
N9 0.600 -0.418 -2.253
C45 0.996 -0.804 -3.492
N10 2.288 -0.673 -3.720
H28 6.924 -2.768 -3.494
H29 7.421 -1.636 -2.239
H30 6.394 -1.095 -3.574
H31 6.159 -4.285 -1.731
H32 4.883 -3.880 -0.609
H33 6.494 -3.173 -0.412
H34 4.681 -3.832 -3.488
H35 4.101 -2.214 -3.895
H36 3.361 -3.098 -2.569
H37 3.818 -2.347 -0.034
H38 6.459 0.232 -1.072
H39 6.578 -1.212 -0.106
H40 6.192 0.315 1.539
H41 4.591 -0.342 1.277
H42 6.623 2.464 -0.218
H43 5.701 4.741 -0.521
H44 1.970 3.440 1.126
H45 2.880 1.170 1.423
H46 4.693 0.052 -3.161
H47 4.242 0.959 -1.729
H48 1.826 0.327 -0.678
H49 0.313 -1.201 -4.227
N11 1.190 -0.437 1.740
C46 0.912 -1.514 1.412

| no. | maximum force (eV/A) |
| --- | --- |
| 1 | 1.76 |
| 2 | 0.54 |
| 3 | 1.95 |
| 4 | 0.94 |